ORCA calculation (ωB97M-V with the def2-TZVPD basis set) on a cluster of 10 separate species, C18H61N4O10 in total at a distorted geometry.

Each line ends with the Mulliken charge.
Element x y z (Å)
O -1.137 -4.286 -0.695  -0.213
H -0.909 -5.010 -0.107  0.446
H -1.092 -4.577 -1.608  0.470
H -0.538 -3.555 -0.523  0.288
O 1.819 -3.004 2.025  -0.345
H 2.736 -2.741 1.917  0.359
H 1.352 -2.790 1.214  0.369
H 1.408 -2.557 2.768  0.478
C 1.828 -0.235 -0.161  -0.004
C 0.776 -1.145 -0.800  0.072
O 0.774 -2.448 -0.306  -1.128
H 1.985 -0.397 0.905  -0.594
H 1.434 0.771 -0.304  -0.181
H 2.789 -0.501 -0.600  0.600
H 0.950 -1.070 -1.874  0.320
H -0.170 -0.670 -0.543  -0.193
C -0.631 1.666 2.347  -0.755
C -2.159 1.547 1.991  -0.034
C -2.569 1.664 0.525  0.532
O -3.992 2.059 0.526  -0.434
C -4.455 2.128 -0.815  -0.541
N -2.594 0.294 2.606  -0.721
H -0.221 0.772 1.876  -0.531
H -0.382 1.574 3.404  0.420
H -0.241 2.598 1.938  0.405
H -2.569 2.370 2.576  0.353
H -2.456 0.751 -0.059  -0.370
H -1.979 2.401 -0.020  0.371
H -3.798 2.806 -1.361  0.378
H -5.509 2.379 -0.930  0.260
H -4.221 1.204 -1.344  0.027
H -3.457 -0.050 2.210  0.314
H -1.858 -0.339 2.325  0.225
C -4.205 -2.581 0.322  -1.419
C -4.918 -1.586 -0.616  1.047
C -4.262 -1.537 -1.987  -1.386
O -2.820 -1.314 -1.978  0.350
C -2.127 -1.757 -3.174  -1.078
N -6.317 -1.970 -0.773  -0.758
H -4.724 -2.734 1.269  0.458
H -3.209 -2.151 0.423  0.026
H -4.136 -3.492 -0.271  0.412
H -4.865 -0.620 -0.114  0.046
H -4.766 -0.822 -2.636  0.430
H -4.411 -2.495 -2.485  0.612
H -1.074 -1.476 -3.202  0.112
H -2.552 -1.223 -4.024  0.449
H -2.225 -2.824 -3.372  0.312
H -6.944 -1.325 -1.232  0.234
H -6.694 -2.116 0.153  0.284
C 1.444 4.461 -3.073  -1.561
C 1.435 2.954 -2.655  1.207
C 1.141 1.968 -3.830  -0.593
O -0.160 2.080 -4.370  -0.474
C -1.221 1.634 -3.538  -0.432
N 2.706 2.628 -2.063  -0.622
H 1.869 5.229 -2.427  0.409
H 0.389 4.689 -3.227  0.386
H 1.819 4.666 -4.076  0.349
H 0.810 2.802 -1.775  -0.192
H 1.394 0.947 -3.544  0.227
H 1.835 2.196 -4.639  0.409
H -1.353 2.327 -2.707  0.252
H -1.018 0.594 -3.281  0.034
H -2.087 1.687 -4.197  0.320
H 2.810 1.639 -1.887  0.021
H 3.370 2.882 -2.780  0.274
C 2.092 0.456 5.335  -1.656
C 2.188 -0.361 4.071  1.681
C 3.539 -0.123 3.289  -0.372
O 3.604 1.173 2.637  -0.402
C 4.680 1.110 1.670  -0.519
N 1.988 -1.720 4.441  -0.582
H 2.579 1.402 5.099  0.360
H 2.789 0.045 6.064  0.520
H 1.092 0.588 5.748  0.452
H 1.421 0.025 3.399  -1.110
H 3.517 -0.865 2.491  0.009
H 4.356 -0.352 3.973  0.545
H 4.872 2.039 1.133  0.329
H 4.221 0.529 0.871  0.038
H 5.542 0.577 2.073  0.372
H 2.731 -1.831 5.116  0.354
H 1.127 -1.708 4.969  0.283
O 2.784 3.607 0.756  -0.707
H 2.695 2.780 1.231  0.254
H 2.835 3.350 -0.165  0.415
O 4.324 -2.701 0.728  -0.588
H 4.231 -2.521 -0.207  0.340
H 4.967 -3.409 0.774  0.266
O 3.667 -2.515 -2.169  -0.701
H 3.505 -1.917 -2.899  0.327
H 2.810 -2.629 -1.759  0.308

Force components x, y, z for each atom (eV/Å):
O -2.123 -1.894 -0.070
H 0.026 -0.614 0.382
H 0.056 -0.069 -0.698
H 3.032 3.693 0.383
O 0.144 -1.651 0.991
H 1.450 0.234 -0.304
H -1.441 0.861 -3.523
H 0.305 0.669 1.805
C -0.081 -0.864 -0.150
C -0.312 0.452 1.506
O -0.274 -1.807 0.330
H -0.483 0.027 0.199
H 0.797 0.301 -0.081
H 0.214 0.752 -0.229
H -0.259 -0.237 -0.415
H -0.517 0.080 -0.480
C -1.138 -0.468 -1.407
C 0.751 0.435 1.527
C -1.054 0.926 0.415
O 0.975 -0.603 -0.275
C 1.264 -0.216 -0.331
N 0.345 0.002 -0.041
H 0.831 0.137 -0.352
H -0.590 0.254 0.058
H 0.358 -0.225 -0.024
H -0.695 0.128 -0.438
H -0.022 -0.505 0.218
H 0.007 0.504 0.057
H -0.340 0.773 -0.125
H 0.197 0.087 0.468
H -0.438 -0.574 0.063
H -0.230 0.090 -0.071
H -0.150 -0.754 0.103
C -0.054 0.569 -1.533
C -0.017 0.405 0.795
C 0.887 -0.631 -0.917
O 0.310 -0.294 0.038
C -1.271 0.924 0.151
N -0.015 -0.771 0.106
H 0.139 0.050 -0.080
H 0.126 -0.299 0.507
H 0.044 -0.443 0.430
H 0.295 0.444 -0.177
H 0.089 0.431 0.027
H -0.261 -0.366 0.134
H -0.058 -0.047 0.800
H -0.170 -0.153 -0.273
H -0.176 -0.260 0.212
H 0.376 0.350 -0.172
H -0.186 -0.124 0.015
C -1.495 -0.661 -0.707
C 0.278 0.346 0.278
C -0.532 1.284 0.339
O 0.513 0.054 -0.267
C 0.580 0.351 -1.031
N 1.446 0.297 -0.373
H 0.046 -0.637 0.496
H -0.175 0.364 0.235
H 0.555 -0.531 -0.083
H -1.102 0.162 -0.477
H -0.284 -0.394 0.438
H -0.028 0.214 -0.145
H -0.106 -0.365 0.365
H -0.256 0.108 0.608
H -0.196 -0.115 0.284
H -0.036 -0.241 -0.041
H 0.837 -0.113 0.188
C 1.481 1.237 -0.306
C 0.364 2.921 -0.767
C -1.803 0.033 -0.141
O 0.636 -0.746 1.252
C -1.363 -0.767 -0.729
N -0.143 -1.214 -0.906
H -0.581 0.573 0.223
H -0.236 -0.293 0.390
H 0.103 -0.061 -0.084
H -0.263 -0.384 -0.246
H 0.419 -0.272 -0.112
H 0.485 0.376 -0.102
H 0.166 0.441 1.077
H 0.541 -0.649 -0.283
H 0.164 0.407 -0.069
H 0.008 -1.018 0.336
H -0.133 -0.357 0.371
O -0.082 0.304 0.538
H -0.070 -0.207 0.359
H 0.052 -0.108 -0.886
O -0.391 0.006 0.804
H -0.043 0.236 -0.735
H 0.238 -0.200 0.100
O 0.306 -0.111 0.277
H 0.123 0.198 -0.241
H -0.685 -0.179 0.216

## Properties
Energy above the lowest of the compared OMol25 structures with the same formula, charge and spin = 0.0 kcal per mole
2S+1 = 1
Highest occupied orbital energy = -11.34 eV
Frontier orbital gap = 7.74 eV
Total charge = +1
F_max = 0.0932 Eh/bohr

=====

ORCA calculation (ωB97M-V with the def2-TZVPD basis set) on a structure of composition C18H63FIN2O14P.

Each line ends with the Mulliken charge.
Element x y z (Å)
C 2.998 -0.723 -2.807  -1.415
C 2.398 -0.103 -4.065  0.120
C 2.712 1.367 -4.395  -1.242
I 4.699 1.959 -3.822  0.071
P 1.619 2.757 -3.832  1.012
N 1.950 3.698 -5.279  -0.780
C -0.189 2.740 -4.098  -0.330
C -0.690 1.622 -5.012  0.455
C -1.311 0.481 -4.233  -1.181
F -1.682 2.160 -5.852  -0.420
O 1.387 1.706 -2.287  -0.353
N 1.080 2.397 -1.202  0.187
O 0.783 1.696 -0.282  -0.384
H 4.089 -0.769 -2.860  0.409
H 2.630 -1.748 -2.692  0.415
H 2.720 -0.166 -1.911  0.250
H 2.706 -0.690 -4.939  0.464
H 1.308 -0.183 -4.007  -0.216
H 2.732 1.484 -5.480  0.898
H 2.065 3.726 -2.928  0.006
H 1.920 4.695 -5.062  0.235
H 2.884 3.541 -5.643  0.248
H -0.424 3.693 -4.580  0.448
H -0.707 2.679 -3.138  0.064
H 0.097 1.272 -5.695  0.145
H -1.415 -0.416 -4.848  0.441
H -2.302 0.782 -3.882  0.329
H -0.722 0.236 -3.342  0.206
C -3.355 -2.247 -1.934  -0.458
O -3.389 -0.833 -2.084  -0.401
H -2.377 -2.495 -1.533  -0.039
H -4.117 -2.602 -1.236  0.354
H -3.474 -2.766 -2.888  0.320
H -4.245 -0.584 -2.442  0.221
C -1.343 -4.893 -0.339  -0.624
O -1.922 -5.388 -1.540  -0.526
H -0.851 -3.953 -0.586  0.186
H -2.087 -4.701 0.436  0.308
H -0.590 -5.578 0.062  0.368
H -2.359 -6.219 -1.336  0.297
C -1.032 -2.530 2.953  -0.451
O -0.982 -3.949 2.747  -0.592
H -2.086 -2.258 2.950  0.247
H -0.587 -2.249 3.907  0.212
H -0.538 -1.995 2.138  0.258
H -0.055 -4.200 2.667  0.283
C 4.450 -0.645 1.219  -0.659
O 4.318 -1.476 0.070  -0.467
H 5.061 0.204 0.919  0.259
H 3.484 -0.271 1.563  0.261
H 4.945 -1.164 2.045  0.324
H 3.780 -2.238 0.309  0.271
C 2.546 8.138 -5.550  -0.581
O 2.654 6.749 -5.268  -0.475
H 1.593 8.278 -6.056  0.242
H 2.549 8.741 -4.639  0.252
H 3.345 8.481 -6.211  0.243
H 3.494 6.590 -4.826  0.264
C 6.471 -4.108 -0.757  -0.520
O 6.451 -3.436 0.488  -0.509
H 6.742 -5.144 -0.558  0.246
H 5.494 -4.094 -1.250  0.225
H 7.210 -3.686 -1.444  0.242
H 6.177 -2.525 0.322  0.330
C -2.539 1.401 0.038  -0.089
O -3.389 1.265 1.177  -0.589
H -2.666 0.500 -0.559  0.011
H -2.825 2.266 -0.568  0.272
H -1.491 1.506 0.325  0.155
H -3.285 2.051 1.719  0.286
C -1.461 -6.138 5.589  -0.586
O -0.285 -5.408 5.263  -0.555
H -1.248 -6.706 6.492  0.267
H -2.311 -5.482 5.790  0.210
H -1.737 -6.837 4.795  0.317
H -0.470 -4.892 4.467  0.385
C -1.614 5.461 0.039  -0.518
O -1.844 4.666 -1.115  -0.479
H -2.392 6.220 0.071  0.225
H -1.665 4.870 0.959  0.212
H -0.642 5.962 0.006  0.278
H -1.152 3.999 -1.157  0.195
C -5.238 -5.581 6.575  -0.570
O -4.419 -6.208 7.550  -0.493
H -4.996 -6.044 5.621  0.214
H -6.303 -5.731 6.771  0.305
H -5.040 -4.508 6.497  0.268
H -4.608 -5.819 8.409  0.288
C -3.441 7.750 3.559  -0.535
O -3.439 7.098 2.298  -0.452
H -2.957 8.713 3.411  0.204
H -4.453 7.926 3.931  0.249
H -2.877 7.192 4.312  0.254
H -3.871 6.244 2.392  0.281
C 1.197 -2.185 7.037  -0.621
O 0.490 -2.780 5.968  -0.385
H 1.684 -1.293 6.644  0.220
H 0.537 -1.880 7.855  0.269
H 1.969 -2.847 7.439  0.248
H 0.069 -3.600 6.263  0.269

Force components x, y, z for each atom (eV/Å):
C 0.020 0.037 0.048
C -0.098 -0.025 0.028
C -0.180 -0.052 -0.171
I 0.140 0.044 0.007
P 0.177 0.169 -0.593
N 0.245 -0.046 0.454
C -0.125 0.190 0.125
C 0.011 -0.115 -0.127
C -0.038 -0.107 0.039
F 0.152 -0.060 0.114
O -0.086 -0.059 0.159
N -0.148 -0.185 -0.005
O 0.160 0.174 0.065
H -0.144 -0.012 0.007
H 0.028 0.114 -0.055
H 0.067 -0.098 -0.126
H 0.004 0.088 0.120
H 0.087 -0.040 -0.053
H -0.010 -0.040 0.146
H -0.091 -0.065 0.107
H -0.254 -0.038 -0.290
H -0.053 0.009 -0.041
H 0.072 -0.116 0.072
H 0.028 0.089 -0.114
H -0.083 0.099 0.125
H -0.039 0.098 0.061
H 0.171 -0.003 -0.044
H -0.028 0.028 -0.152
C 0.033 -0.039 -0.009
O -0.129 -0.136 -0.178
H -0.003 -0.020 0.004
H 0.008 0.005 0.010
H 0.006 0.005 -0.003
H -0.015 0.016 0.035
C -0.003 -0.026 -0.003
O 0.003 0.000 0.054
H 0.006 -0.003 0.013
H -0.002 0.014 -0.012
H 0.000 -0.004 -0.004
H -0.008 0.021 -0.049
C -0.135 0.068 -0.046
O 0.286 -0.102 0.203
H 0.025 0.024 0.001
H 0.013 -0.017 -0.011
H -0.014 -0.015 0.001
H -0.010 0.072 -0.179
C -0.039 0.094 0.012
O 0.065 0.005 0.050
H -0.008 0.001 0.023
H -0.009 -0.003 -0.028
H 0.010 -0.018 -0.018
H 0.034 -0.008 -0.008
C -0.094 0.033 -0.043
O 0.118 -0.079 0.108
H 0.014 0.019 0.004
H 0.000 -0.021 0.011
H 0.005 -0.021 -0.002
H -0.001 0.041 -0.017
C 0.014 -0.075 0.010
O 0.103 0.101 -0.025
H -0.011 0.004 -0.023
H -0.009 0.012 0.011
H 0.010 0.014 0.016
H -0.165 -0.118 -0.017
C -0.041 -0.034 -0.053
O -0.014 0.028 0.088
H 0.068 0.153 0.102
H -0.019 0.002 -0.019
H -0.004 -0.037 0.048
H -0.014 -0.020 0.005
C -0.006 -0.040 0.008
O -0.071 0.028 0.111
H -0.026 -0.004 -0.004
H 0.019 0.011 0.009
H 0.020 -0.002 -0.006
H -0.193 0.012 0.012
C -0.048 0.037 -0.012
O 0.115 -0.050 -0.041
H 0.031 -0.019 0.019
H -0.013 -0.011 -0.002
H 0.003 0.001 -0.013
H 0.013 0.021 0.037
C 0.000 -0.017 -0.071
O 0.005 0.018 0.046
H -0.018 0.018 0.001
H 0.004 -0.010 0.017
H 0.014 0.000 0.015
H 0.001 -0.008 -0.018
C 0.021 0.068 0.002
O -0.013 -0.045 0.031
H -0.008 -0.006 0.024
H -0.008 -0.008 -0.015
H 0.004 -0.015 -0.012
H -0.005 0.017 -0.015
C 0.044 0.026 0.032
O -0.135 0.078 0.068
H 0.003 -0.003 0.016
H -0.022 -0.010 -0.011
H -0.006 -0.013 -0.014
H 0.213 -0.084 -0.183

## Properties
2S+1 = 1
Highest occupied orbital energy = -9.48 eV
Frontier orbital gap = 9.59 eV
F_max = 0.0125 Eh/bohr